Record 1
Density functional theory data (ωB97M-V/def2-TZVPD) for a cluster of 8 separate species, C16H49ClN3O11 in total.

```
80
C16H49ClN3O11 | the OMol25 dataset | ωB97M-V/def2-TZVPD
Cl 1.98536 -0.12329 1.29209
O 2.17268 1.12254 1.98772
O 0.71758 -0.65678 1.72713
O 2.03720 0.12335 -0.08167
O 2.91387 -1.16355 1.58223
O -2.05927 2.80212 5.06689
H -1.24244 2.43063 5.40010
H -1.81395 3.21903 4.24091
O 0.43803 -6.28437 0.29544
H 1.08551 -5.67453 0.64910
H -0.13882 -6.47722 1.03456
C 0.42713 6.86718 1.09939
C -0.14153 6.20504 -0.07629
C 0.81532 5.92494 -1.27615
O 1.28182 7.18713 -1.76510
C 2.52629 7.09570 -2.41914
N -0.78243 4.96916 0.23935
H -0.27044 6.82900 1.93607
H 0.71872 7.87901 0.81783
H 1.32692 6.35607 1.44182
H -0.91155 6.83948 -0.51525
H 0.35042 5.38104 -2.09843
H 1.64899 5.27144 -1.01921
H 2.79247 8.13585 -2.60709
H 2.60696 6.60387 -3.38852
H 3.31737 6.78254 -1.73779
H -1.25198 4.74445 -0.62616
H 0.09847 4.47651 0.20182
C -8.69121 -1.94874 5.72258
C -7.77953 -1.70305 4.55880
C -8.31755 -2.03685 3.22105
O -7.38214 -1.80804 2.10818
C -6.29219 -2.73998 2.14488
N -7.34619 -0.27256 4.48634
H -9.32748 -2.81007 5.51914
H -9.42172 -1.14103 5.76809
H -8.21038 -2.04098 6.69643
H -6.86354 -2.28452 4.66351
H -9.16250 -1.35487 3.12586
H -8.83082 -2.99844 3.22188
H -6.73237 -3.73451 2.07228
H -5.56085 -2.61170 2.94287
H -5.70505 -2.59095 1.23870
H -6.54231 0.00079 5.03330
H -7.03098 -0.00125 3.56594
C 6.05078 0.30291 -5.51390
C 4.84810 -0.26342 -6.27901
C 4.61292 -1.80219 -6.17600
O 5.69352 -2.39406 -6.86003
C 5.76235 -3.80008 -6.71238
N 3.73540 0.62346 -6.02258
H 6.01072 0.14084 -4.43676
H 6.28489 1.36298 -5.61165
H 6.98593 -0.19017 -5.77935
H 5.08605 -0.12316 -7.33343
H 3.63118 -2.16317 -6.48254
H 4.60738 -2.05896 -5.11669
H 6.64848 -4.11951 -7.26087
H 4.89110 -4.38959 -6.99784
H 6.05100 -3.99748 -5.68000
H 3.59503 0.75255 -5.03075
H 2.88257 0.19663 -6.35515
C -3.22981 0.20494 -4.12619
C -4.39058 1.08468 -4.25658
O -4.53550 1.55530 -5.54794
H -2.38522 0.70997 -4.59492
H -3.49241 -0.73602 -4.60967
H -2.99625 0.00219 -3.08099
H -4.26099 1.91423 -3.56150
H -5.28639 0.52191 -3.99406
H -5.34531 1.24147 -5.95696
C 6.33932 -5.45252 8.21826
C 6.47549 -5.94411 6.81288
O 6.75184 -4.76830 5.96304
H 5.35068 -4.99418 8.19335
H 7.10001 -4.75889 8.57650
H 6.14912 -6.13494 9.04665
H 5.60837 -6.52047 6.49034
H 7.38874 -6.51840 6.65711
H 5.92960 -4.27404 5.92814
```

Computed properties:
charge: -1
orbital gap: 7.93 eV
M: 495.03 g mol⁻¹

The computed Mulliken charges, all in e, follow: number 1, Cl, carries 1.615; number 2, O, carries -0.657; number 3, O, carries -0.677; number 4, O, carries -0.624; number 5, O, carries -0.659; number 6, O, carries -0.658; number 7, H, carries 0.326; number 8, H, carries 0.330; number 9, O, carries -0.648; number 10, H, carries 0.337; number 11, H, carries 0.311; number 12, C, carries -1.504; number 13, C, carries 0.470; number 14, C, carries -0.848; number 15, O, carries -0.319; number 16, C, carries -0.809; number 17, N, carries -0.704; number 18, H, carries 0.364; number 19, H, carries 0.335; number 20, H, carries 0.294; number 21, H, carries 0.300; number 22, H, carries 0.393; number 23, H, carries 0.468; number 24, H, carries 0.276; number 25, H, carries 0.294; number 26, H, carries 0.358; number 27, H, carries 0.290; number 28, H, carries 0.345; number 29, C, carries -1.408; number 30, C, carries 0.838; number 31, C, carries -0.900; number 32, O, carries -0.344; number 33, C, carries -0.695; number 34, N, carries -0.739; number 35, H, carries 0.327; number 36, H, carries 0.363; number 37, H, carries 0.331; number 38, H, carries 0.125; number 39, H, carries 0.384; number 40, H, carries 0.402; number 41, H, carries 0.307; number 42, H, carries 0.261; number 43, H, carries 0.265; number 44, H, carries 0.226; number 45, H, carries 0.256; number 46, C, carries -1.426; number 47, C, carries 0.464; number 48, C, carries -0.602; number 49, O, carries -0.308; number 50, C, carries -0.791; number 51, N, carries -0.680; number 52, H, carries 0.365; number 53, H, carries 0.374; number 54, H, carries 0.358; number 55, H, carries 0.152; number 56, H, carries 0.362; number 57, H, carries 0.312; number 58, H, carries 0.257; number 59, H, carries 0.292; number 60, H, carries 0.343; number 61, H, carries 0.270; number 62, H, carries 0.257; number 63, C, carries -0.954; number 64, C, carries -0.150; number 65, O, carries -0.526; number 66, H, carries 0.281; number 67, H, carries 0.253; number 68, H, carries 0.313; number 69, H, carries 0.212; number 70, H, carries 0.261; number 71, H, carries 0.311; number 72, C, carries -0.929; number 73, C, carries -0.231; number 74, O, carries -0.512; number 75, H, carries 0.279; number 76, H, carries 0.260; number 77, H, carries 0.340; number 78, H, carries 0.238; number 79, H, carries 0.247; number 80, H, carries 0.308

***

Record 2
Density functional theory data (ωB97M-V/def2-TZVPD) for an isolated molecule of C6H8N2.

```
16
C6H8N2 | the OMol25 dataset | ωB97M-V/def2-TZVPD
C 2.55771 0.10727 -0.05379
C 2.16546 -1.21617 -0.05796
C 1.57757 1.10598 0.04060
C 0.72705 -1.51326 0.03551
C 0.23932 0.79517 0.03577
C -2.50881 -0.05805 -0.03279
N -1.49438 -1.05660 0.03254
N -0.20804 -0.54763 -0.01830
H 3.60689 0.45844 -0.08822
H 2.82534 -2.08695 -0.15693
H 1.93839 2.18649 -0.09749
H 0.41401 -2.59836 0.02398
H -0.48026 1.44782 0.37328
H -2.69738 0.14592 -1.19475
H -3.43595 -0.52964 0.30730
H -2.37609 0.78899 0.55645
```

Computed properties:
orbital gap (alpha / beta): 7.77 / 7.76 eV
M: 108.14 g mol⁻¹

The computed Mulliken charges, all in e, follow: number 1, C, carries -0.151; number 2, C, carries -0.524; number 3, C, carries -0.446; number 4, C, carries -0.049; number 5, C, carries -0.037; number 6, C, carries -0.790; number 7, N, carries -1.053; number 8, N, carries 0.705; number 9, H, carries 0.333; number 10, H, carries 0.325; number 11, H, carries 0.267; number 12, H, carries 0.310; number 13, H, carries 0.255; number 14, H, carries 0.245; number 15, H, carries 0.309; number 16, H, carries 0.300

***

Record 3
Density functional theory data (ωB97M-V/def2-TZVPD) for an isolated molecule of C3H3FO.

```
8
C3H3FO | the OMol25 dataset | ωB97M-V/def2-TZVPD
O 0.77612 -1.63905 -0.13013
C 1.17747 -0.40026 0.00441
C 0.17104 0.55862 -0.11615
C -1.11264 0.09991 -0.07184
F -1.65199 -1.17716 0.04629
H 2.12525 -0.03182 0.39639
H 0.40258 1.72849 0.11885
H -1.88784 0.86126 -0.24782
```

Computed properties:
orbital gap: 9.54 eV
M: 74.05 g mol⁻¹

The computed Mulliken charges, all in e, follow: number 1, O, carries -0.528; number 2, C, carries 0.130; number 3, C, carries -0.242; number 4, C, carries -0.028; number 5, F, carries -0.174; number 6, H, carries 0.303; number 7, H, carries 0.231; number 8, H, carries 0.308

***

Record 4
Density functional theory data (ωB97M-V/def2-TZVPD) for an isolated molecule of C5H8O2.

```
15
C5H8O2 | the OMol25 dataset | ωB97M-V/def2-TZVPD
C -2.16193 0.12587 -0.74045
C -1.03852 -0.63430 -0.03050
C 0.35956 -0.19186 -0.35037
C 1.28490 0.21280 0.52596
O 1.11812 0.46150 1.85884
C 2.71253 0.35181 0.12854
O 3.11619 0.25084 -1.00704
H -2.23694 1.16055 -0.39028
H -3.12250 -0.36884 -0.55863
H -1.99983 0.14694 -1.82324
H -1.10269 -1.69076 -0.32305
H -1.21136 -0.62144 1.05423
H 0.70654 -0.28841 -1.37703
H 0.17725 0.56040 2.05047
H 3.39868 0.52489 0.98256
```

Computed properties:
orbital gap: 9.55 eV
M: 100.12 g mol⁻¹

The computed Mulliken charges, all in e, follow: number 1, C, carries -1.087; number 2, C, carries -0.360; number 3, C, carries -0.172; number 4, C, carries 0.284; number 5, O, carries -0.530; number 6, C, carries -0.130; number 7, O, carries -0.496; number 8, H, carries 0.302; number 9, H, carries 0.323; number 10, H, carries 0.312; number 11, H, carries 0.256; number 12, H, carries 0.284; number 13, H, carries 0.361; number 14, H, carries 0.303; number 15, H, carries 0.349